Record 1
{
  "formula": "C3H7NS",
  "method": "ωB97M-V with the def2-TZVPD basis set",
  "total_energy_ha": -571.3978,
  "lumo_energy_ev": 1.05,
  "orbital_gap_ev": 9.592,
  "relative_energy_kj_mol": 108.1,
  "symbols": ["S", "N", "C", "C", "C", "H", "H", "H", "H", "H", "H", "H"],
  "xyz": [[-1.329, -1.299, 0.754], [1.214, 0.586, -0.895], [0.309, -0.699, 1.161], [0.155, 0.451, 0.079], [-1.206, 0.038, -0.348], [1.056, -1.390, 0.924], [0.359, -0.417, 2.208], [1.603, -0.315, -1.017], [-1.826, 0.909, -0.174], [0.935, 0.919, -1.768], [-1.395, -0.160, -1.498], [0.124, 1.377, 0.573]],
  "lowdin_charge": [0.85, 0.06, -0.39, -0.50, -0.54, 0.04, 0.07, 0.06, 0.07, 0.05, 0.12, 0.11]
}

=====

Record 2
{
  "formula": "C3H7NS",
  "method": "ωB97M-V with the def2-TZVPD basis set",
  "total_energy_ha": -571.3817,
  "lumo_energy_ev": 1.06,
  "smiles": "NC[C@H]1CS1",
  "orbital_gap_ev": 9.506,
  "relative_energy_kj_mol": 150.2,
  "symbols": ["S", "N", "C", "C", "C", "H", "H", "H", "H", "H", "H", "H"],
  "xyz": [[-1.892, -1.145, -0.035], [1.825, -0.807, 0.044], [-1.897, 0.662, -0.124], [-0.610, -0.051, 0.512], [0.810, 0.140, -0.286], [-1.742, 0.835, -1.172], [-0.393, 0.179, 1.560], [1.832, -1.688, -0.354], [1.276, 1.057, -0.090], [0.604, -0.054, -1.368], [2.564, -0.496, 0.681], [-2.376, 1.367, 0.630]],
  "lowdin_charge": [0.79, -0.02, -0.42, -0.60, -0.28, 0.03, 0.09, 0.04, 0.09, 0.11, 0.08, 0.09]
}

=====

Record 3
{
  "formula": "C3H7NS",
  "method": "ωB97M-V with the def2-TZVPD basis set",
  "total_energy_ha": -571.3859,
  "lumo_energy_ev": 0.94,
  "smiles": "CC/C=N\\S",
  "orbital_gap_ev": 9.497,
  "relative_energy_kj_mol": 139.3,
  "symbols": ["S", "N", "C", "C", "C", "H", "H", "H", "H", "H", "H", "H"],
  "xyz": [[0.480, 0.386, 1.752], [0.980, -0.615, 0.449], [-1.040, -0.133, -0.929], [0.169, -0.871, -0.568], [-0.922, 0.538, -2.358], [-2.016, -0.641, -0.792], [0.440, -1.799, -1.105], [-0.631, 1.603, -2.279], [-0.288, -0.159, -2.927], [1.719, 0.611, 2.036], [-1.980, 0.584, -2.701], [-1.024, 0.735, -0.279]],
  "lowdin_charge": [0.72, -0.38, -0.28, -0.29, -0.08, 0.12, 0.11, 0.08, 0.07, -0.18, 0.07, 0.04]
}

=====

Record 4
{
  "formula": "C3H7NS",
  "method": "ωB97M-V with the def2-TZVPD basis set",
  "total_energy_ha": -571.2060,
  "lumo_energy_ev": [-2.97, -2.98],
  "orbital_gap_ev": [4.976, 4.756],
  "relative_energy_kj_mol": 611.6,
  "symbols": ["S", "N", "C", "C", "C", "H", "H", "H", "H", "H", "H", "H"],
  "xyz": [[-1.042, 1.857, 0.390], [0.796, -0.434, -0.602], [-0.069, -0.690, -1.752], [-0.005, -1.556, -0.584], [0.171, 1.597, 1.642], [-0.824, 0.141, -1.958], [-0.753, -1.520, 0.287], [0.400, -1.117, -2.646], [0.621, 0.527, 1.450], [0.850, 2.410, 1.975], [0.363, -2.573, -0.762], [-0.507, 1.358, 2.560]],
  "lowdin_charge": [0.56, 0.08, -0.24, -0.29, -0.65, 0.09, 0.13, 0.10, 0.03, 0.03, 0.12, 0.03]
}

=====

Record 5
{
  "formula": "C3H7NS",
  "method": "ωB97M-V with the def2-TZVPD basis set",
  "total_energy_ha": -571.3197,
  "lumo_energy_ev": 0.83,
  "orbital_gap_ev": 9.055,
  "relative_energy_kj_mol": 313.1,
  "symbols": ["S", "N", "C", "C", "C", "H", "H", "H", "H", "H", "H", "H"],
  "xyz": [[1.534, 0.049, 0.061], [-0.099, -0.135, -0.476], [-2.078, 1.254, 0.177], [-0.617, 0.898, 0.099], [2.242, -1.489, -0.264], [1.630, -1.693, -1.140], [-2.735, 1.911, -0.292], [-2.377, 1.154, 1.460], [-0.047, 1.528, 0.788], [-2.805, 0.323, -0.092], [3.269, -1.309, -0.765], [2.082, -2.492, 0.443]],
  "lowdin_charge": [0.80, -0.23, -0.10, -0.45, -0.51, -0.01, 0.01, 0.16, 0.06, 0.10, 0.06, 0.11]
}

=====

Record 6
{
  "formula": "C3H7NS2",
  "method": "ωB97M-V with the def2-TZVPD basis set",
  "total_energy_ha": -969.6269,
  "lumo_energy_ev": 0.59,
  "smiles": "CCSC(N)=S",
  "orbital_gap_ev": 9.146,
  "relative_energy_kj_mol": 27.3,
  "symbols": ["S", "S", "N", "C", "C", "C", "H", "H", "H", "H", "H", "H", "H"],
  "xyz": [[0.063, 0.790, -0.121], [2.297, -1.366, -0.143], [2.595, 1.271, 0.012], [-2.283, -0.368, -0.286], [1.742, 0.212, -0.182], [-0.934, -0.588, 0.372], [-2.805, 0.581, -0.026], [3.590, 0.990, 0.064], [2.226, 2.255, 0.080], [-2.257, -0.376, -1.414], [-2.905, -1.204, -0.007], [-0.414, -1.539, 0.172], [-0.914, -0.658, 1.480]],
  "lowdin_charge": [0.88, 0.56, -0.05, -0.20, -1.18, -0.58, 0.08, 0.10, 0.11, 0.09, 0.06, 0.04, 0.09]
}

=====

Record 7
{
  "formula": "C3H7NS2",
  "method": "ωB97M-V with the def2-TZVPD basis set",
  "total_energy_ha": -969.5928,
  "lumo_energy_ev": 0.80,
  "smiles": "C=NSCCS",
  "orbital_gap_ev": 9.425,
  "relative_energy_kj_mol": 116.9,
  "symbols": ["S", "S", "N", "C", "C", "C", "H", "H", "H", "H", "H", "H", "H"],
  "xyz": [[-0.623, -0.806, 0.028], [2.745, -0.930, -0.245], [-2.104, 0.013, -0.170], [-3.179, -0.673, -0.043], [1.796, 0.515, 0.320], [0.465, 0.593, -0.406], [-4.138, -0.154, -0.176], [-0.077, 1.481, -0.132], [0.627, 0.627, -1.503], [2.359, 1.420, 0.095], [3.718, -0.830, 0.674], [-3.205, -1.735, 0.165], [1.616, 0.478, 1.393]],
  "lowdin_charge": [0.84, 0.68, -0.38, -0.17, -0.65, -0.56, 0.07, 0.06, 0.08, 0.07, -0.15, 0.05, 0.07]
}

=====

Record 8
{
  "formula": "C3H7NS2",
  "method": "ωB97M-V with the def2-TZVPD basis set",
  "total_energy_ha": -969.5201,
  "lumo_energy_ev": 0.56,
  "smiles": "NC1[C@@H](S)[C@@H]1S",
  "orbital_gap_ev": 9.357,
  "relative_energy_kj_mol": 307.7,
  "symbols": ["S", "S", "N", "C", "C", "C", "H", "H", "H", "H", "H", "H", "H"],
  "xyz": [[2.534, -0.684, -0.021], [-1.874, -1.079, -0.153], [-0.712, 1.639, -0.262], [-0.264, -0.785, 0.549], [-0.030, 0.607, 0.470], [0.801, -0.211, -0.348], [3.100, 0.315, -1.107], [0.507, -0.253, -1.409], [-1.687, 1.185, -0.678], [-0.074, -1.500, 1.386], [0.496, 1.039, 1.354], [-1.655, -2.517, -0.375], [-1.142, 2.245, 0.594]],
  "lowdin_charge": [0.65, 0.74, 0.00, -0.66, -0.59, -0.68, -0.01, 0.11, 0.08, 0.12, 0.16, -0.05, 0.13]
}